(1)
The following is a DFT calculation (the ωB97M-V functional and the def2-TZVPD basis) of C17H20BF4N5PPt as an isolated structure.

Output
HOMO level (eV): -11.6
F_max (eV/Å): 0.2
Net charge: +1
Kohn-Sham gap (Ha): 0.2662

Cartesian coordinates (Å):
1 Pt -0.79749 0.30014 -0.36420
2 P -2.00147 -1.63380 -0.71441
3 F 0.14443 -2.16782 1.51139
4 F -0.02855 -0.00419 2.28450
5 F 0.67991 -1.68116 3.69250
6 F 2.03444 -0.95485 1.96507
7 N 1.54156 2.03808 -0.13629
8 N 0.18542 2.01271 -0.06389
9 N -2.37209 1.55195 0.10007
10 N 3.00438 -1.67548 -0.63026
11 N 1.16974 -0.24758 -0.61057
12 C -2.80382 3.81103 0.78428
13 C -3.21713 -1.42566 -2.05283
14 C 2.01237 0.85272 -0.37421
15 C 5.29995 -0.91757 -0.45635
16 C 3.44809 0.64757 -0.38695
17 C -0.49628 3.03306 0.28746
18 C -1.93697 2.81195 0.39024
19 C -2.92461 -2.19427 0.73959
20 C -3.67252 1.29687 0.21989
21 C 4.35319 1.70487 -0.24223
22 C -4.15848 3.53158 0.89656
23 C 6.17593 0.13717 -0.31618
24 C 3.93662 -0.64991 -0.49207
25 C 1.70739 -1.44304 -0.66132
26 C 5.70457 1.44895 -0.21283
27 C -1.15865 -3.14845 -1.24808
28 C -4.59599 2.25353 0.61174
29 B 0.72328 -1.19774 2.41677
30 H -2.67965 -1.30232 -2.99319
31 H 7.23931 -0.05573 -0.28296
32 H 6.40568 2.26374 -0.10124
33 H -2.20021 -2.55824 1.46679
34 H -1.91524 -3.89375 -1.49732
35 H 3.97000 2.71023 -0.14860
36 H -0.02634 3.98071 0.52072
37 H -3.47808 -1.38312 1.20948
38 H 5.65942 -1.93569 -0.53081
39 H -5.63798 1.98102 0.69085
40 H 3.31849 -2.63394 -0.60849
41 H -3.99122 0.29082 0.00117
42 H -0.55096 -2.96980 -2.13564
43 H -2.41242 4.79347 1.00703
44 H -3.61386 -2.99180 0.46011
45 H -3.85708 -2.30593 -2.12228
46 H -3.83954 -0.54473 -1.91323
47 H -0.55572 -3.53759 -0.43019
48 H 1.06175 -2.29734 -0.73580
49 H -4.85355 4.29935 1.20619



(2)
The following is a DFT calculation (the ωB97M-V functional and the def2-TZVPD basis) of an isolated molecule of C17H20BrFN2O4.

Output
HOMO level (eV): -9.3
ΔE to the lowest compared entry with this formula, charge and spin (kcal per mole): 0.0
F_max (eV/Å): 0.7
Net charge: 0
SMILES: CC(C)CCNC(=O)NC(=O)COC(=O)/C=C/c1cc(Br)ccc1F
Kohn-Sham gap (Ha): 0.3182

Cartesian coordinates (Å):
1 Br -8.03616 -1.25135 -1.14464
2 F -4.21396 2.09036 2.02206
3 O 1.89049 -1.28660 -2.06378
4 O 3.09013 2.29240 -0.38332
5 O -1.00275 1.63624 -2.08505
6 O -0.23602 2.80807 -0.32808
7 N 3.65181 -0.25784 -1.05875
8 N 1.69785 0.91150 -1.54283
9 C -4.65600 0.89442 0.00920
10 C -5.04275 1.33570 1.28077
11 C 0.94769 3.15392 -1.03542
12 C 4.49546 -1.42256 -0.93518
13 C -6.27467 1.02620 1.82844
14 C -5.58238 0.11565 -0.69352
15 C 3.01333 -3.47743 0.80252
16 C 2.68122 -1.17791 1.73880
17 C -1.15999 2.07669 -0.96680
18 C 2.03551 2.07375 -0.94257
19 C 2.42284 -0.31649 -1.57671
20 C -2.35949 1.89742 -0.14182
21 C 3.70876 -2.25978 1.40719
22 C -6.81214 -0.19291 -0.14696
23 C -3.38613 1.18531 -0.62495
24 C -7.17324 0.25576 1.11481
25 C 4.85257 -1.74809 0.51645
26 H -6.51822 1.39427 2.81248
27 H 3.95230 0.61066 -0.62935
28 H 2.04124 -0.97526 0.88482
29 H 4.17882 -2.56871 2.34963
30 H 3.16852 -0.25256 2.03840
31 H 5.42366 -1.23765 -1.48855
32 H 5.28439 -0.85591 0.97730
33 H 0.79241 0.85352 -2.00908
34 H 2.32377 -3.90887 1.52461
35 H 3.73938 -4.23879 0.52569
36 H -3.26583 0.76922 -1.61893
37 H 1.32255 4.06501 -0.56584
38 H -8.13711 0.00798 1.52998
39 H 0.70931 3.33150 -2.09137
40 H -2.33384 2.36560 0.82727
41 H 3.97138 -2.25407 -1.40759
42 H 2.04621 -1.50939 2.55801
43 H 2.44320 -3.19860 -0.08015
44 H -5.32510 -0.24628 -1.67742
45 H 5.63101 -2.51410 0.49027



(3)
The following is a DFT calculation (the ωB97M-V functional and the def2-TZVPD basis) of C17H20BrIMnN5O3 as an isolated structure.

Output
HOMO level (alpha / beta) (eV): -14.5 / -14.5
ΔE to the lowest compared entry with this formula, charge and spin (kcal per mole): 16.5
F_max (eV/Å): 0.7
2S+1: 5
Net charge: +2
Kohn-Sham gap (alpha / beta) (Ha): 0.2193 / 0.2500

Cartesian coordinates (Å):
1 I 0.32322 6.61020 1.06065
2 Br -3.83600 -0.47556 1.16913
3 Mn -1.79235 1.04187 0.33287
4 O -2.13156 1.46593 -1.49815
5 O 0.61318 -1.58115 0.06887
6 O -0.13484 -1.26867 -4.56107
7 N -1.82223 2.95376 0.94776
8 N -1.35028 0.10931 2.04177
9 N -0.65092 0.04775 -0.84769
10 N -1.00512 0.26852 -3.15455
11 N -2.82355 3.83044 1.15635
12 C -2.35613 -1.56465 3.41391
13 C 1.10393 -2.80525 -2.54171
14 C -0.70252 3.69010 0.87918
15 C -2.37244 -0.68301 2.36265
16 C 2.30483 -3.36715 -1.79136
17 C 2.10048 -0.41333 -2.45848
18 C 2.83451 -0.54493 -3.78350
19 C -2.36327 5.08377 1.23393
20 C -0.11833 -0.84132 -3.45441
21 C -0.99030 5.03989 1.05800
22 C 0.28493 -1.02159 -0.93598
23 C -1.24656 0.59543 -1.90410
24 C 0.81394 -1.30104 -2.33542
25 C -0.09091 -0.79792 3.84913
26 C -0.21977 0.05281 2.76135
27 C -1.18278 -1.60785 4.15855
28 C 1.17470 -0.82980 4.65254
29 H 2.22479 -3.24971 -0.71395
30 H -3.20563 -2.19136 3.64185
31 H 0.59159 0.69548 2.44567
32 H 2.21690 -0.25434 -4.63203
33 H 3.23940 -2.91630 -2.12368
34 H 2.74529 -0.71285 -1.63034
35 H 0.20177 -3.36274 -2.27633
36 H 2.37637 -4.43125 -2.01308
37 H 3.70925 0.10267 -3.77104
38 H 1.83118 0.63406 -2.28282
39 H 1.32598 -1.81228 5.09434
40 H 3.17938 -1.56240 -3.95560
41 H -1.54678 0.66109 -3.91760
42 H 1.12517 -0.10033 5.46152
43 H -1.11564 -2.29502 4.99290
44 H -3.02898 5.91186 1.41247
45 H 2.03935 -0.59694 4.03426
46 H 0.25770 3.22773 0.70545
47 H -3.77615 3.51660 1.26065
48 H 1.24525 -2.95052 -3.61287



- The lowest F_max belongs to which entry?
  C17H20BF4N5PPt



- What is the formula in the third record?
  C17H20BrIMnN5O3



- Look up the net charge of the second one.
  0



Repeat the second record exactly.
The following is a DFT calculation (the ωB97M-V functional and the def2-TZVPD basis) of an isolated molecule of C17H20BrFN2O4.

Output
HOMO level (eV): -9.3
ΔE to the lowest compared entry with this formula, charge and spin (kcal per mole): 0.0
F_max (eV/Å): 0.7
Net charge: 0
SMILES: CC(C)CCNC(=O)NC(=O)COC(=O)/C=C/c1cc(Br)ccc1F
Kohn-Sham gap (Ha): 0.3182

Cartesian coordinates (Å):
1 Br -8.03616 -1.25135 -1.14464
2 F -4.21396 2.09036 2.02206
3 O 1.89049 -1.28660 -2.06378
4 O 3.09013 2.29240 -0.38332
5 O -1.00275 1.63624 -2.08505
6 O -0.23602 2.80807 -0.32808
7 N 3.65181 -0.25784 -1.05875
8 N 1.69785 0.91150 -1.54283
9 C -4.65600 0.89442 0.00920
10 C -5.04275 1.33570 1.28077
11 C 0.94769 3.15392 -1.03542
12 C 4.49546 -1.42256 -0.93518
13 C -6.27467 1.02620 1.82844
14 C -5.58238 0.11565 -0.69352
15 C 3.01333 -3.47743 0.80252
16 C 2.68122 -1.17791 1.73880
17 C -1.15999 2.07669 -0.96680
18 C 2.03551 2.07375 -0.94257
19 C 2.42284 -0.31649 -1.57671
20 C -2.35949 1.89742 -0.14182
21 C 3.70876 -2.25978 1.40719
22 C -6.81214 -0.19291 -0.14696
23 C -3.38613 1.18531 -0.62495
24 C -7.17324 0.25576 1.11481
25 C 4.85257 -1.74809 0.51645
26 H -6.51822 1.39427 2.81248
27 H 3.95230 0.61066 -0.62935
28 H 2.04124 -0.97526 0.88482
29 H 4.17882 -2.56871 2.34963
30 H 3.16852 -0.25256 2.03840
31 H 5.42366 -1.23765 -1.48855
32 H 5.28439 -0.85591 0.97730
33 H 0.79241 0.85352 -2.00908
34 H 2.32377 -3.90887 1.52461
35 H 3.73938 -4.23879 0.52569
36 H -3.26583 0.76922 -1.61893
37 H 1.32255 4.06501 -0.56584
38 H -8.13711 0.00798 1.52998
39 H 0.70931 3.33150 -2.09137
40 H -2.33384 2.36560 0.82727
41 H 3.97138 -2.25407 -1.40759
42 H 2.04621 -1.50939 2.55801
43 H 2.44320 -3.19860 -0.08015
44 H -5.32510 -0.24628 -1.67742
45 H 5.63101 -2.51410 0.49027